(1)
{"formula": "C2H12N2O3", "method": "wB97M-V/def2-TZVPD", "symbols": ["C", "N", "C", "N", "H", "H", "H", "H", "H", "H", "H", "H", "O", "H", "H", "O", "H", "H", "O"], "positions_angstrom": [[-1.3902, 0.4085, 1.9053], [0.7201, 1.6938, -0.2997], [-0.0969, 2.2497, 0.6914], [-0.4718, 1.5660, 1.7473], [-0.7983, -0.5038, 2.0462], [-2.3003, 0.4433, 1.1960], [-1.5485, 0.3670, 3.0193], [1.1198, 0.7330, -0.2844], [1.4448, 2.3906, -0.5574], [0.1357, 3.2519, 0.7494], [-0.4300, 0.6445, -1.6589], [-1.8149, 0.2428, -2.3517], [-0.9277, -0.0482, -2.1476], [0.0871, -2.9618, 0.6489], [0.1304, -4.4400, 0.3181], [0.2545, -3.8733, 1.0442], [2.2078, -1.0413, -1.3903], [1.3748, -0.4551, -2.3998], [2.3036, -0.6674, -2.2764]], "forces_ev_per_angstrom": [[1.621, 0.133, 1.431], [0.770, 0.473, -1.801], [2.081, -5.995, 3.367], [-2.711, 2.708, -2.234], [-0.126, -0.762, -1.843], [1.662, -0.387, 1.455], [-1.461, 0.945, -0.984], [-0.815, 1.234, 0.619], [-0.777, -1.005, -0.249], [-0.151, 2.612, 0.292], [-0.928, -0.040, -0.407], [-0.054, 0.389, 0.098], [1.028, -0.203, 0.340], [0.281, -1.775, 0.890], [-0.242, -1.307, -1.462], [-0.074, 3.107, 0.557], [0.751, -0.320, -0.028], [-0.385, 0.202, -0.918], [-0.470, -0.008, 0.875]], "nbo_charge": [-0.47, -0.87, 0.32, -0.53, 0.19, 0.23, 0.21, 0.40, 0.39, 0.15, 0.49, 0.48, -0.99, 0.47, 0.47, -0.93, 0.45, 0.47, -0.92], "homo_lumo_gap_ev": 8.287, "molar_mass_g_mol": 112.1, "e_above_lowest_kj_mol": 307.8, "total_energy_ha": -418.5218, "homo_energy_ev": -8.18}

=====

(2)
{"formula": "C4H5NO", "method": "wB97M-V/def2-TZVPD", "symbols": ["C", "C", "N", "O", "C", "C", "H", "H", "H", "H", "H"], "positions_angstrom": [[-0.8295, -0.9987, 0.0373], [0.0737, 0.1823, -0.1880], [-0.3061, 1.4033, -0.2787], [-1.6786, 1.5052, -0.1737], [1.4904, -0.0301, -0.0914], [2.6266, -0.2800, 0.2186], [-1.4480, -1.2124, -0.8400], [-0.2317, -1.8800, 0.2771], [-1.5034, -0.7737, 0.8692], [-1.8099, 2.4614, -0.1302], [3.6156, -0.4693, 0.5667]], "forces_ev_per_angstrom": [[-0.083, -0.036, 0.018], [-0.042, 0.263, 0.163], [0.362, -0.459, 0.077], [-0.266, 0.216, -0.061], [0.532, -0.089, 0.268], [-0.421, 0.115, -0.080], [0.091, 0.106, 0.089], [-0.124, 0.138, -0.055], [0.039, -0.063, -0.112], [-0.061, -0.190, -0.095], [-0.027, -0.002, -0.211]], "nbo_charge": [-0.67, 0.13, -0.09, -0.56, -0.05, -0.19, 0.24, 0.23, 0.24, 0.48, 0.24], "homo_lumo_gap_ev": 10.206, "molar_mass_g_mol": 83.1, "e_above_lowest_kj_mol": 337.7, "total_energy_ha": -285.2860, "homo_energy_ev": -9.30}

=====

(3)
{"formula": "C22H39Cl3GeN2O3RuSSi", "method": "wB97M-V/def2-TZVPD", "symbols": ["Ru", "C", "C", "C", "C", "O", "Ge", "O", "C", "C", "C", "C", "O", "C", "C", "C", "C", "H", "H", "H", "H", "H", "H", "H", "H", "H", "H", "H", "H", "H", "H", "H", "H", "H", "H", "H", "H", "H", "H", "H", "H", "H", "H", "H", "C", "Si", "C", "C", "C", "C", "C", "C", "N", "C", "S", "H", "H", "H", "H", "H", "H", "H", "H", "H", "H", "H", "H", "Cl", "C", "Cl", "Cl", "C", "N"], "positions_angstrom": [[-0.1286, -0.7937, -0.0371], [2.5533, -2.0860, -0.1996], [2.7840, -1.0885, 0.9281], [3.9471, -0.1685, 0.5914], [3.0173, -1.7996, 2.2461], [1.5611, -0.2824, 1.0839], [1.4065, 1.5884, 0.6047], [-0.4467, 1.3136, 0.9216], [-1.2562, 1.7693, 2.0581], [-2.1561, 2.8851, 1.5529], [-0.3261, 2.2706, 3.1531], [-2.0755, 0.5872, 2.5422], [0.7814, 0.7267, -1.1078], [0.7053, 1.3143, -2.4180], [1.2471, 2.7388, -2.3856], [-0.7761, 1.3113, -2.7964], [1.4798, 0.4564, -3.4023], [3.4544, -2.6689, -0.3934], [1.7671, -2.8054, 0.0577], [2.3040, -1.5729, -1.1348], [4.8717, -0.7401, 0.5170], [3.7897, 0.3334, -0.3681], [4.0857, 0.5868, 1.3676], [3.9103, -2.4226, 2.1871], [3.1541, -1.0789, 3.0528], [2.1730, -2.4456, 2.4924], [-1.5642, 3.7138, 1.1565], [-2.8292, 2.5154, 0.7718], [-2.7817, 3.2718, 2.3574], [0.1944, 3.1814, 2.8499], [-0.8895, 2.4976, 4.0581], [0.4133, 1.5061, 3.4054], [-2.6159, 0.1242, 1.7108], [-1.4337, -0.1603, 3.0108], [-2.8121, 0.9081, 3.2788], [0.7736, 3.3481, -1.6120], [2.3209, 2.7317, -2.1975], [1.0853, 3.2265, -3.3484], [-1.2602, 1.7983, -0.7707], [-0.9726, 1.7425, -3.7691], [-1.1805, 0.3033, -2.7450], [2.5249, 0.4119, -3.0958], [1.0822, -0.5605, -3.4285], [1.4377, 0.8732, -4.4090], [-2.4835, -6.9398, -0.6999], [-3.2764, -5.2728, -0.8833], [-5.0491, -5.2350, -0.3570], [-3.0611, -4.6677, -2.6227], [-2.3029, -4.1710, 0.3605], [-2.1337, -4.6398, 1.6694], [-1.3685, -3.9713, 2.6251], [-0.7328, -2.8085, 2.2659], [-0.8981, -2.3249, 1.0263], [-1.6658, -2.9659, 0.1152], [-1.6478, -1.9375, -1.3318], [-2.9592, -7.6671, -1.3612], [-2.5470, -7.3378, 0.3147], [-1.4278, -6.8782, -0.9752], [-5.6432, -5.8975, -0.9904], [-5.4603, -4.2273, -0.4491], [-5.1815, -5.5622, 0.6764], [-3.5121, -5.4141, -3.2823], [-2.0087, -4.5767, -2.8989], [-3.5571, -3.7155, -2.8170], [-2.6182, -5.5650, 1.9617], [-1.2602, -4.3572, 3.6284], [-0.0944, -2.2478, 2.9344], [-2.0555, 5.6376, -2.2043], [-2.7952, 4.1258, -2.7476], [-2.4212, 3.8145, -4.4307], [-4.5225, 4.0807, -2.4570], [-2.2101, 3.1281, -1.8203], [-1.4980, 2.1079, -1.7408]], "forces_ev_per_angstrom": [[-0.443, -0.239, -0.131], [-0.049, -0.004, -0.059], [0.117, 0.045, 0.005], [-0.054, 0.081, 0.018], [-0.019, -0.004, 0.080], [0.245, 0.117, 0.036], [0.360, 0.054, 0.111], [-0.811, -0.022, -0.104], [0.179, 0.025, 0.090], [-0.037, -0.018, -0.104], [0.037, 0.001, -0.003], [-0.004, -0.074, -0.050], [0.372, -0.008, -0.161], [-0.192, -0.044, -0.049], [0.097, -0.043, 0.022], [-0.045, 0.214, 0.196], [-0.043, -0.127, 0.010], [0.004, -0.005, 0.040], [-0.013, 0.009, -0.005], [0.001, -0.002, 0.008], [-0.011, -0.017, 0.000], [0.022, -0.013, -0.005], [0.024, -0.014, -0.001], [-0.004, 0.005, 0.002], [0.001, -0.009, -0.009], [0.027, -0.003, -0.012], [0.006, 0.006, 0.018], [-0.023, 0.000, 0.057], [0.026, 0.011, 0.000], [0.001, -0.005, -0.002], [-0.011, 0.012, -0.011], [-0.019, -0.012, 0.034], [-0.012, 0.018, 0.007], [-0.001, 0.003, -0.009], [0.023, 0.002, 0.014], [0.000, 0.012, -0.024], [-0.001, 0.000, 0.024], [0.003, -0.026, -0.003], [0.020, -0.092, 0.119], [0.003, 0.079, -0.042], [-0.065, -0.014, -0.010], [-0.004, 0.010, -0.014], [-0.003, 0.008, -0.008], [-0.007, 0.003, 0.010], [0.061, -0.104, 0.043], [0.079, 0.044, 0.054], [-0.147, 0.031, 0.077], [0.024, 0.083, -0.100], [0.055, 0.007, 0.019], [-0.015, 0.024, 0.037], [-0.059, -0.071, 0.013], [0.018, 0.024, -0.093], [0.093, -0.050, -0.084], [-0.151, -0.011, 0.106], [0.351, 0.281, 0.104], [0.007, 0.022, -0.005], [0.003, -0.002, -0.020], [-0.005, -0.071, 0.007], [-0.002, 0.013, 0.012], [-0.033, -0.025, 0.012], [-0.009, 0.003, -0.015], [0.016, 0.030, -0.026], [-0.025, -0.014, -0.033], [-0.001, -0.023, -0.003], [0.027, -0.007, -0.005], [-0.004, -0.020, -0.011], [-0.007, 0.024, -0.008], [-0.017, 0.071, -0.029], [0.220, -0.205, 0.350], [0.035, -0.031, -0.252], [-0.149, 0.031, 0.006], [-0.127, 0.091, -0.088], [0.067, -0.069, -0.153]], "lowdin_charge": [1.29, -0.04, -0.66, -0.06, -0.01, -0.48, 1.10, -0.48, -0.66, -0.03, -0.05, -0.03, -0.48, -0.62, -0.03, -0.06, 0.00, 0.11, 0.08, 0.07, 0.11, 0.08, 0.09, 0.11, 0.10, 0.07, 0.09, 0.08, 0.11, 0.08, 0.11, 0.09, 0.08, 0.07, 0.11, 0.07, 0.10, 0.11, 0.12, 0.10, 0.08, 0.10, 0.09, 0.11, -0.16, 0.51, -0.16, -0.20, -0.20, -0.02, -0.01, -0.10, -0.17, -0.66, 0.68, 0.05, 0.04, 0.05, 0.05, 0.04, 0.04, 0.05, 0.03, 0.02, 0.12, 0.13, 0.12, 0.70, -1.62, 0.71, 0.71, -0.10, 0.14], "homo_lumo_gap_ev": [7.931, 6.515], "multiplicity": 5, "molar_mass_g_mol": 719.8, "total_charge": 2, "e_above_lowest_kj_mol": 0.0, "total_energy_ha": -5436.4414, "homo_energy_ev": [-14.26, -14.48]}

=====

(4)
{"formula": "C42H52ClF3O5", "method": "wB97M-V/def2-TZVPD", "symbols": ["C", "C", "C", "C", "C", "C", "C", "O", "O", "C", "Cl", "C", "C", "C", "C", "C", "C", "C", "C", "C", "O", "C", "C", "C", "C", "O", "C", "O", "C", "C", "H", "H", "H", "H", "H", "H", "H", "H", "H", "H", "H", "H", "H", "H", "H", "H", "H", "H", "H", "H", "H", "H", "H", "H", "H", "H", "H", "H", "H", "H", "H", "H", "H", "H", "H", "H", "H", "F", "C", "C", "C", "C", "C", "C", "H", "H", "H", "H", "H", "F", "C", "C", "C", "C", "C", "C", "H", "H", "H", "H", "H", "F", "C", "C", "C", "C", "C", "C", "H", "H", "H", "H", "H"], "positions_angstrom": [[-2.1820, -3.5897, 2.9928], [-2.2860, -2.4686, 2.1149], [-2.2227, -1.5152, 0.7421], [-3.0900, -2.3128, -0.4020], [-4.1046, -3.4671, 0.1873], [-4.2185, -4.7282, -0.6487], [-3.2483, -0.2402, 1.0812], [-4.3548, -0.2018, 1.8268], [-2.5276, 0.8500, 0.3531], [-1.1173, 0.7162, 0.8493], [-1.4108, 0.9857, 2.6976], [-0.0532, 1.9204, 0.5285], [-0.2850, 2.5346, -0.9735], [0.1265, 4.1113, -1.1532], [0.3778, 4.3331, -2.7894], [-0.3171, 5.7124, -3.3652], [0.7115, 6.2806, -4.5437], [0.1040, 7.5683, -5.3661], [0.4484, 7.2748, -6.9759], [-0.6733, 6.2397, -7.5921], [-2.0662, 6.7368, -7.3862], [-2.9501, 6.3100, -8.4828], [-0.7818, -0.8249, 0.3460], [-0.1464, -1.0599, -1.1505], [-1.0427, -0.4627, -2.3859], [-0.5694, -0.7003, -3.6410], [0.4534, -1.4181, 1.3052], [0.7277, -2.8543, 1.0429], [2.1708, -3.1472, 1.1627], [2.9144, -3.1406, -0.3264], [-2.2520, -4.6447, 3.5472], [-2.4016, -2.7021, -1.2963], [-3.7939, -1.4928, -0.9091], [-4.7600, -3.3456, 1.1705], [-5.1650, -4.9521, -1.3157], [-3.2532, -5.4266, -0.6159], [1.0678, 1.6204, 0.7671], [-0.3022, 2.8046, 1.2909], [-1.3698, 2.4036, -1.4025], [0.4272, 1.9138, -1.7000], [-0.7226, 4.8126, -0.7263], [1.1643, 4.2779, -0.6265], [-0.1682, 3.4226, -3.3338], [1.5151, 4.2433, -3.0819], [-0.5708, 6.5085, -2.5454], [-1.2992, 5.3841, -3.9521], [1.7981, 6.4426, -4.1273], [0.7927, 5.3952, -5.3314], [0.6092, 8.5432, -4.9608], [-1.0462, 7.6103, -5.1457], [0.5616, 8.2809, -7.5632], [1.4933, 6.7048, -7.0487], [-0.6288, 5.1880, -7.0340], [-0.5371, 6.0625, -8.7630], [-2.8851, 5.1380, -8.6032], [-2.5427, 6.8389, -9.4723], [-4.0556, 6.6121, -8.2266], [0.8847, -0.4584, -1.1654], [0.1256, -2.1691, -1.4051], [-2.0591, 0.0920, -2.2131], [1.4434, -0.8338, 0.9889], [0.2327, -1.3174, 2.4498], [2.7239, -2.3658, 1.8746], [2.3476, -4.2329, 1.6007], [3.2538, -2.0560, -0.6435], [3.7905, -3.9215, -0.3774], [2.0923, -3.4791, -1.1000], [2.3825, 2.8581, 2.8297], [2.1696, 2.9371, 4.1500], [0.9176, 2.6140, 4.6616], [0.6969, 2.6912, 6.0368], [1.7287, 3.1015, 6.8846], [2.9804, 3.4285, 6.3609], [3.2039, 3.3405, 4.9871], [0.1257, 2.3054, 3.9869], [-0.2761, 2.4333, 6.4475], [1.5548, 3.1658, 7.9566], [3.7807, 3.7515, 7.0223], [4.1733, 3.5823, 4.5640], [-2.2780, -7.0510, 0.6254], [-3.0093, -8.1702, 0.7099], [-3.4187, -8.6274, 1.9577], [-4.1845, -9.7899, 2.0457], [-4.5234, -10.4889, 0.8845], [-4.1034, -10.0247, -0.3629], [-3.3472, -8.8562, -0.4514], [-3.1389, -8.0759, 2.8493], [-4.5161, -10.1514, 3.0159], [-5.1169, -11.3980, 0.9540], [-4.3649, -10.5726, -1.2649], [-3.0199, -8.4763, -1.4136], [5.0751, -1.7683, 1.9694], [5.3143, -1.7540, 3.2875], [4.4242, -1.1067, 4.1374], [4.6701, -1.0959, 5.5103], [5.8104, -1.7239, 6.0174], [6.7005, -2.3666, 5.1556], [6.4484, -2.3868, 3.7841], [3.5481, -0.6171, 3.7246], [3.9763, -0.5992, 6.1840], [6.0042, -1.7114, 7.0878], [7.5895, -2.8512, 5.5521], [7.1250, -2.8894, 3.1009]], "forces_ev_per_angstrom": [[-0.947, 7.150, -6.758], [1.552, -8.278, 4.750], [-2.080, -0.634, 2.108], [0.161, -0.462, 0.275], [-0.113, -2.207, -2.242], [0.887, 2.433, 1.502], [-2.643, -0.271, 3.022], [7.592, 0.189, -5.865], [-0.292, -0.578, 1.900], [-0.144, -0.026, -0.602], [0.582, -1.156, -0.935], [-1.361, 1.462, -0.207], [1.095, -0.437, -0.821], [0.659, -0.928, -0.725], [-1.276, -0.350, 0.274], [0.901, -0.682, -1.413], [-0.843, -0.604, -0.150], [0.778, -1.001, 0.140], [-0.263, -0.266, 0.563], [-0.284, -0.219, -0.250], [0.734, -0.726, -1.290], [0.587, -0.149, -0.292], [1.134, -1.230, 2.448], [-0.499, 1.684, -0.611], [3.088, -2.065, -5.421], [-3.201, 1.711, 7.754], [0.555, -0.007, -0.062], [1.342, 1.516, 0.275], [1.514, -0.242, -0.378], [-1.036, 0.087, -0.043], [0.113, 3.229, -1.376], [-1.482, 0.436, 2.163], [1.292, -1.905, 1.017], [0.738, 0.752, -2.924], [1.504, -0.426, 2.644], [-1.820, 2.161, -1.532], [-2.504, 0.268, -0.691], [0.483, -2.069, -1.660], [1.965, 0.118, 1.201], [-1.520, 1.345, 1.380], [1.890, -1.399, -0.878], [-2.204, -0.085, -0.727], [1.232, 1.953, 1.086], [-2.235, 0.372, 0.790], [0.598, -1.559, -1.542], [1.916, 0.949, 1.474], [-2.162, -0.098, -0.716], [-0.088, 1.708, 1.736], [-1.005, -1.752, -1.003], [2.204, 0.036, -0.762], [-0.546, -2.020, 0.907], [-2.218, 1.279, 0.217], [0.182, 2.160, -1.225], [0.021, 0.396, 2.497], [-0.225, 2.234, 0.107], [-1.215, -1.210, 1.904], [2.357, -0.457, -0.497], [-2.263, -1.248, -0.058], [-0.791, 2.084, 0.834], [1.882, -0.925, -0.306], [-2.187, -0.891, 0.848], [0.279, 0.084, -2.201], [-1.365, -1.751, -1.465], [-0.843, 2.310, -0.755], [-0.485, -2.270, 0.704], [-1.619, 1.778, 0.215], [1.673, 0.569, 1.490], [0.059, -0.038, -0.388], [-0.206, 0.073, 1.323], [0.000, 0.032, -0.097], [0.485, 0.146, -0.052], [-0.037, -0.031, -0.037], [-0.360, -0.145, -0.161], [0.048, -0.009, -0.122], [0.262, 0.107, 0.148], [0.157, 0.050, -0.122], [0.040, -0.006, -0.206], [-0.124, -0.067, -0.157], [-0.103, -0.017, 0.001], [0.192, 0.157, 0.032], [-0.637, -0.956, 0.069], [0.025, 0.060, -0.006], [0.098, 0.058, -0.465], [0.025, 0.045, 0.043], [0.045, 0.146, 0.406], [0.049, 0.069, -0.004], [-0.021, -0.022, -0.115], [0.089, 0.094, -0.165], [0.117, 0.180, -0.018], [0.057, 0.140, 0.152], [0.002, -0.005, 0.111], [-0.020, 0.015, -0.307], [0.237, 0.016, 1.196], [-0.022, -0.015, -0.084], [0.359, -0.228, -0.163], [-0.055, 0.031, -0.049], [-0.369, 0.207, -0.065], [-0.005, -0.007, -0.087], [0.068, -0.029, 0.014], [0.101, -0.059, -0.168], [-0.037, -0.004, -0.212], [-0.168, 0.071, -0.112], [-0.083, 0.073, 0.028]], "lowdin_charge": [0.10, -0.02, -0.22, -0.12, -0.14, -0.04, -0.28, 0.03, -0.12, -0.53, 0.73, -0.16, -0.22, -0.19, -0.22, -0.21, -0.24, -0.19, -0.17, -0.21, -0.29, -0.13, -0.23, -0.07, -0.12, -0.09, -0.15, -0.23, -0.23, -0.10, 0.07, 0.14, 0.14, 0.12, 0.07, 0.06, 0.14, 0.11, 0.12, 0.11, 0.12, 0.12, 0.11, 0.11, 0.11, 0.12, 0.12, 0.10, 0.11, 0.11, 0.11, 0.12, 0.13, 0.13, 0.10, 0.11, 0.10, 0.14, 0.14, 0.13, 0.14, 0.13, 0.11, 0.13, 0.08, 0.08, 0.08, 0.05, -0.29, -0.03, -0.07, -0.10, -0.09, -0.02, 0.02, 0.11, 0.10, 0.10, 0.12, 0.04, -0.29, -0.02, -0.08, -0.10, -0.08, -0.02, 0.11, 0.10, 0.10, 0.11, 0.12, 0.05, -0.29, -0.02, -0.08, -0.10, -0.08, -0.02, 0.11, 0.11, 0.10, 0.11, 0.12], "homo_lumo_gap_ev": 7.415, "molar_mass_g_mol": 729.3, "total_energy_ha": -2766.8119, "homo_energy_ev": -7.59}

=====

(5)
{"formula": "C2H8NO", "method": "wB97M-V/def2-TZVPD", "symbols": ["O", "H", "C", "C", "N", "H", "H", "H", "H", "H", "H", "H"], "positions_angstrom": [[1.8927, -0.5286, -1.4997], [2.4791, -0.8393, -2.1648], [-0.6715, 0.6130, -0.6330], [0.1904, -0.0048, 0.6189], [-0.5291, -0.5143, 1.7048], [0.1164, 1.1061, -1.2128], [-1.1561, -0.2767, -1.0793], [-1.5330, 1.2804, -0.2969], [0.6651, -0.8541, 0.0173], [0.8574, 0.7755, 0.6678], [-0.8561, 0.1573, 2.3782], [-1.4552, -0.9147, 1.4994]], "forces_ev_per_angstrom": [[-0.611, 0.391, 0.657], [0.838, -0.419, -0.945], [-0.703, -0.726, 2.121], [-2.018, -1.845, -5.584], [-1.804, -0.595, 2.528], [-0.707, -0.330, -0.507], [0.416, 0.676, -0.500], [1.104, -0.313, -0.230], [0.092, 1.289, 1.205], [1.987, 1.259, 1.758], [0.514, 0.852, 0.340], [0.892, -0.240, -0.844]], "nbo_charge": [-1.37, 0.40, -0.64, -0.26, -0.84, 0.25, 0.19, 0.14, 0.28, 0.20, 0.32, 0.34], "homo_lumo_gap_ev": 6.722, "molar_mass_g_mol": 62.1, "total_charge": -1, "e_above_lowest_kj_mol": 150.0, "total_energy_ha": -210.9271, "homo_energy_ev": -2.38}